# C3H6N4O

A structure of composition C3H6N4O in a non-equilibrium geometry (ωB97M-V with the def2-TZVPD basis set, the OMol25 dataset).

Properties
- Orbital gap: 9.1 eV
- Largest force on an atom: 0.1673 hartree/bohr
- 2S+1: 1
- Energy relative to the best compared isomer or geometry (same formula, charge and spin): 539.3 kJ/mol

Structure (XYZ):
```
14
Properties=species:S:1:pos:R:3:forces:R:3
C -0.35303 0.80612 -0.92759 1.06 2.68 -0.70
C -0.21160 -0.48517 -1.21379 -1.63 0.69 -0.92
C 0.13896 -1.11334 -0.03880 1.27 -3.27 2.60
H -0.87408 1.81512 -2.60048 -0.21 -0.95 -2.95
H 0.36462 2.48054 -1.54319 -4.86 -0.83 -0.75
H -0.55175 -1.06771 -2.00022 -0.85 -0.48 -1.51
H 0.45875 -2.44626 1.31048 -0.85 0.39 -1.14
H -0.88527 -0.15906 2.22300 1.75 -0.05 -1.24
H 0.68056 0.22848 2.84631 -0.78 -0.93 -2.19
N -0.85177 2.00770 -1.66124 6.71 0.13 5.37
N -0.01070 -2.31633 0.37889 0.64 -0.04 -0.30
N 0.72107 -0.16141 0.80308 -0.20 1.38 1.92
N 0.16159 -0.25911 2.04487 0.00 0.87 3.66
O 0.40249 1.12593 0.23575 -2.07 0.40 -1.86
```
Positions in Å, forces in eV/Å.

=====

# C3H6N4O

A cluster of 2 separate species, C3H6N4O in total in a non-equilibrium geometry (ωB97M-V with the def2-TZVPD basis set, the OMol25 dataset).

Properties
- Orbital gap: 9.4 eV
- Largest force on an atom: 0.1445 hartree/bohr
- 2S+1: 1
- Energy relative to the best compared isomer or geometry (same formula, charge and spin): 690.9 kJ/mol

Structure (XYZ):
```
14
Properties=species:S:1:pos:R:3:forces:R:3
C 1.12811 1.69484 0.15766 0.28 3.17 -1.79
C 0.44795 0.46652 -0.15368 -3.99 -2.59 1.10
C -0.89630 -1.20339 -0.17826 2.79 1.88 0.96
H 0.85265 3.20761 1.41233 -3.78 -2.05 -1.90
H -0.76125 2.60841 -0.06367 3.05 -0.02 4.63
H 2.00042 1.63836 0.84583 -0.04 -0.69 -1.23
H 1.33407 2.40049 -0.88925 0.19 -2.37 2.78
H -2.46226 -1.29715 0.48533 -1.36 -0.15 -0.37
H 0.95113 -2.34825 0.30742 -2.19 2.11 -2.43
N 0.12396 2.33627 0.97542 -0.20 4.94 -1.53
N -0.89427 0.20090 0.19444 6.88 -0.98 -2.64
N -1.88399 -1.90222 -0.08169 -2.45 -2.45 0.74
N 0.40973 -1.76134 -0.51704 1.57 0.50 1.28
O 1.21483 -0.50906 -0.63128 -0.74 -1.29 0.41
```
Positions in Å, forces in eV/Å.

=====

# C3H6N4O

The molecule C3H6N4O in a non-equilibrium geometry (ωB97M-V with the def2-TZVPD basis set, the OMol25 dataset).

Properties
- Orbital gap: 9.6 eV
- Largest force on an atom: 0.0902 hartree/bohr
- SMILES: [H]/N=C/N(/C=N/[H])/C=N/O
- 2S+1: 1
- Energy relative to the best compared isomer or geometry (same formula, charge and spin): 402.6 kJ/mol

Structure (XYZ):
```
14
Properties=species:S:1:pos:R:3:forces:R:3
H 1.84649 -2.47556 -0.22335 -0.35 0.11 -0.52
N 1.61989 -1.48012 -0.22252 -3.24 0.71 -0.78
C 0.33980 -1.27274 -0.50295 3.39 -1.93 2.51
N -0.25710 -0.05264 -0.21762 -0.60 -0.21 -0.94
C -1.62644 0.00380 -0.45548 -2.72 -1.48 -1.62
N -2.22538 -1.12807 -0.72709 -2.29 2.05 -0.12
H -3.30635 -1.10477 -1.00396 3.23 0.67 0.93
C 0.32263 1.00985 0.40234 -1.58 3.27 1.83
N 1.53972 1.18283 0.59203 1.62 -1.09 -0.71
O 1.87571 2.34067 1.25460 2.18 -0.27 0.72
H -0.47866 -2.01353 -0.61428 1.06 0.19 -0.55
H -2.11901 1.03560 -0.55578 0.94 -1.44 0.57
H -0.40027 1.79919 0.84985 0.86 -1.31 -0.94
H 2.86896 2.15550 1.42422 -2.49 0.73 -0.37
```
Positions in Å, forces in eV/Å.

=====

# C3H6N4O

The molecule C3H6N4O in a non-equilibrium geometry (ωB97M-V with the def2-TZVPD basis set, the OMol25 dataset).

Properties
- Orbital gap: 9.3 eV
- Largest force on an atom: 0.0555 hartree/bohr
- SMILES: Nn1ccc(=O)n1N
- 2S+1: 1
- Energy relative to the best compared isomer or geometry (same formula, charge and spin): 367.3 kJ/mol

Structure (XYZ):
```
14
Properties=species:S:1:pos:R:3:forces:R:3
N 2.09384 0.08780 0.54874 -0.11 0.68 -0.26
N 1.05206 -0.17218 -0.35454 -0.36 0.32 -1.01
C 0.57403 -1.47971 -0.34662 -1.58 1.08 0.05
C -0.73303 -1.54139 -0.03685 1.51 0.96 -0.37
C -1.27171 -0.19579 0.12031 0.65 2.76 0.33
O -2.38041 0.28089 0.29392 1.11 -1.03 -0.29
N -0.06416 0.63415 -0.00093 -0.52 -1.54 0.63
N 0.03757 1.98104 -0.26045 1.26 0.81 -0.95
H 1.78812 -0.32411 1.41010 0.89 -0.33 0.76
H 3.01528 -0.11831 0.17793 -0.41 -0.28 0.26
H 1.17437 -2.23332 -0.76491 0.93 -0.98 0.23
H -1.23612 -2.43717 0.00706 -1.45 -1.55 -0.03
H 0.10465 2.07734 -1.31146 0.08 0.21 1.52
H 0.94602 2.37423 0.17916 -2.00 -1.11 -0.87
```
Positions in Å, forces in eV/Å.

=====

# C3H6N4O2S2

The molecule C3H6N4O2S2 in a non-equilibrium geometry (ωB97M-V with the def2-TZVPD basis set, the OMol25 dataset).

Properties
- Orbital gap: 9.0 eV
- Largest force on an atom: 0.0847 hartree/bohr
- SMILES: [H]/N=c1\sc(S(N)(=O)=O)nn1C
- 2S+1: 1
- Energy relative to the best compared isomer or geometry (same formula, charge and spin): 88.7 kJ/mol

Structure (XYZ):
```
17
Properties=species:S:1:pos:R:3:forces:R:3
H -0.54243 3.54762 -1.34783 -0.24 0.33 -1.24
N -0.07472 3.10932 -0.59713 -0.30 -1.90 1.04
C -0.13359 1.82037 -0.56413 0.63 2.57 -0.63
S -0.40055 0.61899 -1.91629 -0.38 0.02 1.68
C -0.05401 -0.61694 -0.69398 0.85 2.07 1.19
S -0.12997 -2.32068 -0.92041 2.08 -2.42 -2.97
N -1.38880 -2.88047 -0.09769 -1.21 -2.45 2.39
O -0.34950 -2.41911 -2.36316 -0.40 0.06 1.72
O 1.03428 -2.97434 -0.36062 -0.83 1.07 -0.05
N 0.40420 -0.18042 0.42659 -0.99 0.37 0.64
N 0.25584 1.18587 0.59969 0.75 -2.59 -0.94
C 0.99833 1.84238 1.66572 0.11 1.20 2.85
H -1.06069 -3.46279 0.77920 -0.77 1.73 -2.41
H -2.13644 -3.40970 -0.61002 1.21 1.07 0.32
H 1.49974 2.74496 1.20399 -0.59 -1.00 0.71
H 0.28746 2.24208 2.62457 1.69 -1.11 -2.94
H 1.79086 1.15287 2.17151 -1.61 0.99 -1.36
```
Positions in Å, forces in eV/Å.

=====

# C3H6N4O3

A structure of composition C3H6N4O3 in a non-equilibrium geometry (ωB97M-V with the def2-TZVPD basis set, the OMol25 dataset).

Properties
- Orbital gap: 10.2 eV
- Largest force on an atom: 0.1008 hartree/bohr
- 2S+1: 1
- Energy relative to the best compared isomer or geometry (same formula, charge and spin): 123.1 kJ/mol
- Net charge: +2

Structure (XYZ):
```
16
Properties=species:S:1:pos:R:3:forces:R:3
C 2.25857 0.19913 0.85250 2.73 0.94 3.55
C -0.65379 0.57668 -1.08658 2.90 -1.15 -0.72
C -0.58446 -0.76863 1.42468 -1.95 0.39 -1.34
N 1.57880 0.11192 -0.21150 -3.12 0.97 0.22
N -0.17577 1.30453 -2.06228 -4.95 0.16 -1.53
N -1.76380 -0.91055 1.53650 -0.70 -0.28 -0.93
N 0.13402 0.01120 -0.16029 0.28 -1.04 2.54
O 2.94988 0.33809 1.76183 -1.90 -0.36 -2.63
O -1.87133 0.16367 -1.12953 -1.31 1.58 -0.52
O 0.47128 -0.94526 2.07016 2.30 -0.15 1.61
H 1.97675 -0.38403 -0.94682 1.31 -1.24 -1.92
H 0.72742 1.61633 -2.14411 2.43 1.09 0.03
H -0.88612 1.59501 -2.81830 1.61 -0.52 1.43
H -2.03514 -0.75571 -0.95063 0.24 -0.83 0.01
H -2.52250 -0.90003 0.84276 0.41 0.26 1.22
H 0.39618 -1.25236 3.02162 -0.28 0.20 -1.03
```
Positions in Å, forces in eV/Å.

=====

# C3H6N4OS

A structure of composition C3H6N4OS in a non-equilibrium geometry (ωB97M-V with the def2-TZVPD basis set, the OMol25 dataset).

Properties
- Orbital gap: 9.8 eV
- Largest force on an atom: 0.0916 hartree/bohr
- 2S+1: 1
- Energy relative to the best compared isomer or geometry (same formula, charge and spin): 134.9 kJ/mol

Structure (XYZ):
```
15
Properties=species:S:1:pos:R:3:forces:R:3
C -0.07916 1.78043 0.61012 -1.70 1.42 -1.84
C -1.61252 0.36244 -0.05208 2.75 0.29 0.03
C 1.74561 -1.56033 -0.02910 1.10 1.71 -1.44
N -1.40077 1.64809 0.28367 1.89 1.51 1.17
N -0.61941 -0.50627 -0.01177 1.78 3.15 1.05
N 0.64704 0.70952 0.43660 -2.44 -4.01 -0.38
N -2.79630 -0.02021 -0.56216 -1.54 -1.11 1.00
O 2.84782 0.56715 -0.88491 1.05 0.79 -0.89
S 2.34514 0.13727 0.39449 -2.12 -0.90 0.12
H 0.36859 2.82188 0.69974 -0.61 -1.57 0.41
H 0.98143 -1.34311 -0.82385 1.50 -0.71 0.43
H 1.27985 -2.05558 0.73755 -1.32 -0.89 2.13
H 2.66557 -2.10834 -0.22458 -0.02 0.16 -0.69
H -3.54541 0.62694 -0.20323 0.77 -1.56 -0.55
H -2.82749 -1.05987 -0.37049 -1.10 1.71 -0.55
```
Positions in Å, forces in eV/Å.

=====

# C3H6N6O6

A structure of composition C3H6N6O6 in a non-equilibrium geometry (ωB97M-V with the def2-TZVPD basis set, the OMol25 dataset).

Properties
- Orbital gap: 9.0 eV
- Largest force on an atom: 0.0866 hartree/bohr
- 2S+1: 1
- Energy relative to the best compared isomer or geometry (same formula, charge and spin): 141.6 kJ/mol

Structure (XYZ):
```
21
Properties=species:S:1:pos:R:3:forces:R:3
C 1.30525 0.85278 -0.73981 0.63 2.17 -0.15
C 1.82430 -1.01344 0.54718 0.94 -1.17 -4.20
C -1.04150 0.28881 -0.34232 -2.45 1.31 -2.36
N 1.91596 0.33768 0.43261 -0.61 1.92 3.91
N -0.12206 1.22543 -0.70266 3.24 2.86 -0.48
N 0.48664 -1.67409 0.44068 -0.46 -1.67 0.17
N -2.49323 1.05440 -0.53230 2.38 -0.99 0.65
N -1.18038 0.13884 1.20425 1.51 -1.45 1.57
N -0.28561 -2.12656 -0.33404 0.63 0.84 1.53
O -2.36003 2.22354 -0.37066 -0.99 2.35 0.01
O -1.94563 -0.70285 1.65236 0.69 1.37 -0.48
O -0.83231 -3.12592 -0.61347 -0.13 0.42 -0.61
O -3.45849 0.41072 -0.70704 -1.44 -0.73 -0.48
O -0.36023 0.81332 1.84450 -2.00 -0.73 -0.20
O -1.08244 -0.74677 -1.15111 -0.05 -1.39 1.09
H 1.97156 1.67677 -1.10757 -1.36 0.05 0.42
H 1.63886 0.09094 -1.38147 -0.86 -1.16 -1.96
H 2.37201 -1.47325 -0.36563 -0.69 0.23 1.60
H 2.25133 -1.27930 1.43665 0.79 -1.37 2.21
H 1.64704 0.74238 1.39702 0.52 -0.12 -2.55
H -0.25105 2.28659 -0.60717 -0.30 -2.76 0.32
```
Positions in Å, forces in eV/Å.

=====

# C3H6N7O3

The ion C3H6N7O3 with charge +1 in a non-equilibrium geometry (ωB97M-V with the def2-TZVPD basis set, the OMol25 dataset).

Properties
- Orbital gap: 9.3 eV
- Largest force on an atom: 0.0785 hartree/bohr
- SMILES: CN1N=NN(C#[N+]O)[C@@]1(N)ON=O
- 2S+1: 1
- Energy relative to the best compared isomer or geometry (same formula, charge and spin): 218.7 kJ/mol
- Net charge: +1

Structure (XYZ):
```
19
Properties=species:S:1:pos:R:3:forces:R:3
C 0.35813 -0.91956 2.00301 -0.03 -1.61 -1.40
N -0.30255 0.13989 1.25250 0.87 0.55 -1.10
N -1.43796 0.77691 1.60908 1.80 -1.35 -0.27
N -1.82488 1.57541 0.77862 -1.61 1.98 -0.72
N -0.90536 1.63794 -0.35013 1.92 -2.31 2.36
C -0.94101 2.35791 -1.36949 -1.14 2.21 -3.18
N -1.13971 2.87190 -2.41747 0.17 -2.23 0.91
O -1.07033 3.76079 -3.35914 0.65 2.03 1.32
C 0.19546 0.48711 -0.10607 -3.23 0.30 1.62
N -0.11245 -0.55656 -0.96180 3.33 0.10 -2.00
O 1.45286 1.09599 0.00623 -0.90 -0.66 0.72
N 2.45413 1.13153 -0.96958 0.47 -0.26 -2.09
O 2.14138 0.77909 -2.04768 0.10 0.32 1.38
H 0.24615 -0.68224 2.97971 -0.26 0.90 3.22
H -0.04354 -1.96671 1.95984 -0.11 0.99 -0.77
H 1.44171 -0.99679 1.84566 -0.37 0.53 -0.47
H -1.08705 3.44686 -4.27053 -0.35 -1.27 -0.03
H 0.74970 -0.86196 -1.42535 -0.80 -0.09 -0.35
H -0.61567 -1.35636 -0.64818 -0.49 -0.15 0.86
```
Positions in Å, forces in eV/Å.

=====

Q: Among the records above, which one has the lowest energy relative to the best compared isomer or geometry (same formula, charge and spin)?
A: C3H6N4O2S2